Record 1
Entry from the Open Molecules 2025 dataset: a structure of composition C9H21Cl2HoO5P2 in a non-equilibrium geometry (ωB97M-V/def2-TZVPD).

For the total energy, the calculation gives -89319.5833 eV. Its HOMO-LUMO gap (alpha / beta) is 8.944 / 9.093 eV. As for the spin multiplicity: 5. Its charge is +2. For the HOMO energy (alpha / beta), the calculation gives -16.21 / -16.21 eV.

Structure (XYZ):
```
40
Properties=species:S:1:pos:R:3:forces:R:3
C -0.1571 -3.7875 -4.3628 -0.480 0.029 0.211
C 0.0353 -3.0252 -3.0831 -0.783 0.397 0.583
H -1.2254 -3.9473 -4.5603 0.345 0.106 0.125
H 0.3619 -4.7514 -4.3014 -0.043 0.235 0.024
H 0.2949 -3.2174 -5.1840 -0.031 -0.100 0.191
O -0.8191 -2.5545 -2.3413 1.622 -0.225 -0.847
Cl 1.7593 -2.8097 -2.6891 -0.569 0.063 0.116
Ho 0.1596 -0.2252 -0.1520 0.915 0.219 -0.703
P -0.1251 2.4140 -1.2578 0.973 0.403 -1.193
C -1.4575 3.6336 -1.3314 -0.467 -0.099 0.310
C 1.3436 3.5098 -1.2265 0.063 -0.253 0.373
H 0.7998 1.1616 -3.1420 -0.324 0.305 -0.134
H 0.0408 2.7330 -3.6438 -0.043 -0.518 0.064
H -1.0071 1.3101 -3.2364 0.393 0.199 -0.181
C -0.0639 1.8369 -3.0085 -0.153 -0.163 0.291
H 2.2525 2.8935 -1.2842 -0.236 0.345 0.024
H 1.2828 4.1940 -2.0881 0.044 -0.227 0.341
H -1.2472 4.3350 -2.1564 -0.116 -0.278 0.353
H -1.5022 4.1814 -0.3789 -0.119 -0.072 -0.335
H 1.3363 4.0859 -0.2883 0.153 -0.130 -0.354
H -2.4110 3.1174 -1.5100 0.127 0.342 0.043
C -1.8744 1.3616 1.1310 -3.342 1.190 0.951
O -2.8340 1.8293 1.5593 3.116 -1.303 -1.307
Cl 2.5267 0.0375 -0.7139 -0.551 -0.016 0.128
C -0.8411 -0.4681 5.4156 -0.157 1.127 -0.487
O -0.4265 -1.2059 4.1759 0.363 0.670 -1.473
P -0.3935 -0.3883 2.7504 0.722 -2.265 1.794
O 1.1622 -0.6462 2.0861 -1.342 0.443 0.577
C 2.3547 -0.3076 2.8710 0.063 0.179 0.253
O -0.9372 -1.4205 1.4420 -0.147 1.674 0.817
C -0.8561 -2.8279 1.1150 0.406 -0.649 0.441
H -1.8523 -0.0763 5.2389 0.387 -0.042 0.142
H -0.1249 0.3547 5.6162 -0.442 -0.485 -0.302
H -0.8649 -1.0907 6.3075 0.203 -0.635 -0.600
H 2.6252 0.7537 2.7115 -0.132 -0.668 0.142
H 2.1512 -0.5452 3.9320 0.121 0.264 -0.561
H 3.1206 -0.9842 2.5053 0.138 0.199 -0.001
H -0.3089 -3.0178 0.1525 -0.229 0.371 0.763
H -0.3847 -3.3709 1.9497 -0.229 0.090 -0.507
H -1.8933 -3.0748 0.9800 -0.223 -0.718 -0.072
```
Forces are in eV/Å.


Record 2
Entry from the Open Molecules 2025 dataset: a cluster of 7 separate species, C23H32O21 in total in a non-equilibrium geometry (ωB97M-V/def2-TZVPD).

For the total energy, the calculation gives -67364.8578 eV. Its HOMO-LUMO gap is 9.472 eV. The structure (SMILES) is C[C@H]1COC(=O)O1.C[C@H]1COC(=O)O1.O=C1OCCO1.O=C1OCCO1.O=C1OCCO1.O=C1OCCO1.O=C1OCCO1. For the HOMO energy, the calculation gives -9.85 eV.

Structure (XYZ):
```
76
Properties=species:S:1:pos:R:3:forces:R:3
C 0.1746 0.8164 2.1921 1.147 -1.289 0.119
C 0.7513 0.0638 0.9688 -1.062 2.252 1.863
C 0.9620 -1.3862 1.1655 2.763 -1.639 2.114
O 0.4333 -1.9571 0.0340 0.831 -3.343 -1.340
C -0.2855 -1.1051 -0.6089 -3.958 -0.440 -4.815
O -0.9475 -1.3140 -1.6701 2.646 0.575 3.677
O -0.2907 -0.0052 0.0714 -2.605 2.424 -1.883
H -0.3192 1.7668 1.9897 0.470 -0.033 -0.225
H 1.0242 0.8615 2.8734 -0.210 0.717 0.336
H -0.5341 0.1538 2.6889 -0.177 0.042 -0.062
H 1.5109 0.6669 0.4715 0.579 -0.520 0.359
H 0.5702 -1.9173 2.0330 -1.007 0.727 0.350
H 1.9984 -1.7095 1.2625 0.236 0.493 -0.533
C -3.1452 2.8366 -0.0107 0.303 -0.774 -0.292
C -3.2035 3.5208 -1.3282 -0.003 -0.268 -1.121
C -4.1016 2.8242 -2.3809 1.176 -0.476 0.877
O -4.6745 3.9199 -3.0509 -1.268 0.203 -1.053
C -4.7326 4.9684 -2.2310 0.301 3.320 0.560
O -5.3164 6.0498 -2.3561 1.222 -3.554 -0.055
O -3.8507 4.7455 -1.2143 -1.424 1.869 0.360
H -2.2861 2.1739 -0.1154 -0.108 -0.443 0.546
H -4.0711 2.2666 0.0665 0.159 -0.132 0.633
H -3.0035 3.5008 0.8418 -0.025 0.065 -0.211
H -2.2208 3.7213 -1.7552 0.221 -0.121 0.052
H -4.8594 2.2294 -1.8710 -0.267 0.005 -0.156
H -3.5358 2.1816 -3.0555 -0.236 0.376 -0.174
O -3.5379 -1.2649 0.0613 -0.617 -0.048 -0.042
C -3.7315 -1.1496 1.2314 0.138 1.613 -1.988
O -3.4752 -2.0821 2.1116 0.365 -1.882 0.986
C -3.0825 -1.4615 3.3646 -1.699 -0.168 -1.463
C -3.9148 -0.2187 3.1511 0.439 3.276 3.474
O -4.1457 0.0379 1.8214 0.867 -2.254 -1.695
H -3.4976 -1.9925 4.2212 0.564 -0.364 -0.201
H -1.9968 -1.4082 3.2838 -0.121 0.417 0.686
H -3.3675 0.6397 3.5406 0.138 0.221 0.147
H -4.8664 -0.1457 3.6776 -0.070 -0.831 0.201
O 0.2273 1.6856 -2.2527 2.032 -0.374 -0.245
C 1.2824 1.2321 -2.6453 -3.903 1.120 2.517
O 2.3233 0.9039 -1.8185 -2.907 0.128 0.957
C 3.3938 0.5049 -2.5644 0.813 0.958 -1.412
C 2.7385 0.4124 -3.9838 3.723 -1.119 -0.535
O 1.4796 0.9475 -3.9123 0.178 -0.100 0.024
H 4.0529 1.3603 -2.4160 0.937 -0.328 -0.687
H 3.8633 -0.4240 -2.2406 -0.270 -0.028 0.138
H 2.7787 -0.6508 -4.2209 -0.614 0.088 -0.568
H 3.3415 0.9899 -4.6844 -0.088 -0.249 -0.258
O 3.8121 -0.3834 0.9746 1.346 -0.792 -0.233
C 4.9381 -0.4133 0.5258 -3.143 -0.837 -0.008
O 5.6628 0.6480 0.4455 1.119 1.505 0.240
C 6.8779 0.3679 -0.2146 0.859 -0.263 -0.107
C 6.9040 -1.1764 -0.3599 -0.751 1.052 -0.446
O 5.5142 -1.4710 -0.0865 0.374 -0.578 0.620
H 6.8343 0.8323 -1.1997 0.306 0.228 0.164
H 7.6555 0.7626 0.4394 0.225 0.022 -0.510
H 7.6006 -1.6749 0.3142 -0.338 -0.117 0.072
H 7.0775 -1.4522 -1.4001 0.203 -0.182 0.230
O -6.4345 -1.4907 -5.0654 2.541 1.082 0.919
C -5.3636 -1.2997 -4.4851 -3.217 -2.113 -1.103
O -4.5486 -2.2917 -4.1877 0.346 -3.149 -0.954
C -3.4643 -1.9289 -3.4001 0.864 0.237 2.042
C -3.8590 -0.5474 -2.9903 0.514 1.542 -0.039
O -4.8904 -0.2273 -3.9582 0.239 3.285 1.120
H -3.4387 -2.4328 -2.4339 -0.180 -0.887 -0.332
H -2.4635 -2.0787 -3.8050 -0.338 0.233 -0.740
H -3.0816 0.2166 -3.0015 0.081 -0.226 -0.550
H -4.2108 -0.5093 -1.9593 -0.667 -0.131 -0.291
O 1.4032 -0.3351 5.0982 1.814 -0.761 -0.213
C 2.2724 -1.1424 4.8391 -0.905 3.515 1.007
O 3.6253 -0.9351 4.8497 -0.452 2.764 0.395
C 4.2947 -2.1376 4.7353 -0.819 -1.695 -0.287
C 3.2098 -2.9174 4.0206 1.152 -1.624 -0.718
O 2.0227 -2.3455 4.4804 -1.196 -2.575 -0.199
H 5.2061 -2.1625 4.1381 0.017 0.688 0.258
H 4.4326 -2.5377 5.7398 0.454 -0.121 0.015
H 3.2869 -3.9764 4.2667 -0.457 0.010 -0.197
H 3.2124 -2.7496 2.9436 0.397 -0.221 -0.116
```
Forces are in eV/Å.


Record 3
Entry from the Open Molecules 2025 dataset: a structure of composition C3H6N2O2 in a non-equilibrium geometry (ωB97M-V/def2-TZVPD).

For the total energy, the calculation gives -10278.7125 eV. Its HOMO-LUMO gap is 7.821 eV. For the HOMO energy, the calculation gives -8.47 eV.

Structure (XYZ):
```
13
Properties=species:S:1:pos:R:3:forces:R:3
C 1.2430 0.6494 -0.4183 -2.004 2.270 0.445
O 2.3248 0.9184 0.3720 0.589 -0.360 0.291
O 0.7534 -0.5884 -0.2742 -1.850 -1.479 0.239
H 2.1812 0.5074 1.2362 0.012 0.094 -0.108
H 1.4403 0.9741 -1.4445 0.050 -0.147 0.085
C -0.6968 -0.8574 -0.6131 2.369 -0.947 -1.390
C -1.4199 0.4146 0.8122 0.465 2.500 0.894
N -1.1744 -2.0305 -0.5473 -0.219 0.650 0.569
N -0.8691 1.4756 0.8424 -1.483 -1.591 0.341
H -0.7542 -2.6056 0.1796 0.244 -0.039 -0.150
H 0.2565 1.4079 0.0801 1.847 -0.923 -1.373
H -0.9853 -0.2215 -1.4536 -0.146 0.263 0.329
H -2.2995 -0.0440 1.2285 0.126 -0.291 -0.171
```
Forces are in eV/Å.